[1]
The following is a DFT calculation (ωB97M-V/def2-TZVPD) of a cluster of 2 separate species, C35H40N3O2 in total in a non-equilibrium geometry.

Last column: Löwdin charge in e.
Element x y z (Å)
C 3.605 -1.862 -2.577  -0.117
C 2.338 -2.422 -2.058  -0.192
C 2.171 -2.906 -0.791  -0.137
N 1.456 -4.014 -0.464  -0.118
C 1.208 -4.213 0.967  -0.138
C 0.569 -5.566 1.256  -0.183
O -0.472 -5.847 0.318  -0.135
C 0.064 -6.010 -0.998  -0.178
C 0.741 -4.739 -1.513  -0.137
H 3.821 -2.276 -3.572  0.086
H 3.578 -0.776 -2.694  0.014
H 4.436 -2.107 -1.902  0.090
H 1.582 -2.628 -2.813  0.087
H 2.689 -2.424 0.049  0.129
H 2.171 -4.142 1.494  0.128
H 0.538 -3.420 1.357  0.121
H 1.359 -6.345 1.244  0.132
H 0.060 -5.539 2.231  0.130
H 0.794 -6.844 -1.028  0.130
H -0.815 -6.244 -1.617  0.132
H -0.032 -4.101 -1.977  0.121
H 1.450 -5.033 -2.301  0.133
C -3.749 3.130 1.593  0.003
N -3.201 2.252 0.586  -0.033
C -3.978 1.669 -0.382  -0.397
O -5.198 1.779 -0.487  0.084
C -3.045 0.892 -1.300  -0.158
C -3.065 1.440 -2.718  -0.076
C -2.777 2.921 -2.722  -0.230
C -3.823 3.830 -2.530  -0.033
C -3.572 5.199 -2.497  -0.061
C -2.268 5.676 -2.679  -0.076
C -1.224 4.771 -2.898  -0.076
C -1.479 3.398 -2.924  -0.051
N -1.746 1.034 -0.638  0.037
C -0.599 0.560 -1.156  0.010
C 0.650 0.816 -0.598  -0.042
C 1.856 0.591 -1.259  0.026
C 3.119 1.028 -0.706  -0.211
C 4.219 1.357 -1.547  -0.026
C 5.406 1.858 -1.021  -0.053
C 5.536 2.066 0.360  -0.046
C 4.468 1.749 1.210  -0.058
C 3.284 1.222 0.695  -0.013
C -1.780 1.955 0.512  -0.233
C -1.250 1.379 1.793  -0.059
C -1.606 0.150 2.209  -0.024
C -1.070 -0.502 3.387  -0.224
C -1.639 -1.722 3.821  -0.035
C -1.141 -2.377 4.942  -0.072
C -0.062 -1.830 5.654  -0.069
C 0.514 -0.623 5.233  -0.072
C 0.019 0.042 4.110  -0.032
H -4.835 3.175 1.465  0.102
H -3.500 2.752 2.593  0.096
H -3.328 4.140 1.494  0.103
H -3.347 -0.166 -1.274  0.175
H -2.332 0.897 -3.325  0.118
H -4.075 1.255 -3.110  0.142
H -4.838 3.449 -2.385  0.120
H -4.401 5.890 -2.332  0.112
H -2.076 6.750 -2.658  0.108
H -0.206 5.132 -3.061  0.106
H -0.666 2.686 -3.091  0.106
H -0.687 -0.027 -2.073  0.158
H 0.675 1.294 0.384  0.094
H 1.799 0.334 -2.321  0.124
H 4.106 1.242 -2.629  0.118
H 6.239 2.087 -1.689  0.116
H 6.459 2.480 0.769  0.117
H 4.565 1.902 2.286  0.113
H 2.464 0.959 1.367  0.108
H -1.224 2.883 0.287  0.170
H -0.603 2.040 2.382  0.119
H -2.364 -0.409 1.650  0.132
H -2.487 -2.127 3.262  0.116
H -1.595 -3.314 5.268  0.110
H 0.331 -2.344 6.531  0.109
H 1.353 -0.193 5.781  0.108
H 0.461 0.984 3.774  0.100

Atomic forces in eV per Å
0.588 0.703 0.114
-0.965 -0.514 0.446
0.573 0.247 -0.974
-0.328 0.013 0.395
-0.597 0.219 0.052
-0.226 -0.024 -0.168
0.780 -0.015 -0.150
-0.141 -0.061 0.408
-0.425 0.151 0.178
0.040 -0.008 0.322
0.216 -0.072 -0.198
-0.101 0.171 -0.309
0.174 -0.516 0.089
0.303 -0.592 -0.259
-0.265 0.041 -0.093
0.234 -0.234 -0.144
-0.515 0.077 -0.050
0.457 -0.095 -0.236
-0.412 0.190 0.174
0.521 -0.055 0.029
0.234 -0.021 0.143
-0.066 0.307 0.127
0.130 0.254 0.311
-0.561 -0.408 -0.728
-0.939 0.615 0.675
1.787 -0.341 -0.068
-0.412 -0.748 0.314
-0.227 0.252 -0.106
0.057 0.223 -0.373
0.023 0.044 0.092
0.198 -0.041 -0.021
-0.049 -0.220 0.007
-0.089 0.029 0.024
-0.149 0.199 0.216
1.998 -0.554 -0.898
-1.752 0.646 0.422
1.345 0.062 0.255
-1.421 0.913 0.092
1.048 0.295 0.489
-0.521 -0.147 0.151
-0.064 -0.003 0.207
-0.370 -0.148 -0.286
-0.163 -0.183 -0.118
0.089 0.090 -0.440
-0.574 0.560 0.225
-0.198 -0.706 0.321
0.113 1.069 -0.414
0.382 -0.700 1.136
0.265 0.574 -0.206
0.302 0.162 0.199
-0.226 0.091 -0.366
-0.186 0.003 -0.184
-0.419 -0.484 -0.064
0.303 -0.080 -0.002
-0.151 0.056 -0.156
-0.117 -0.184 -0.036
0.062 0.223 -0.098
-0.208 0.035 -0.046
0.333 -0.064 0.007
0.327 0.183 -0.079
0.289 -0.157 -0.079
-0.017 -0.345 -0.026
-0.321 -0.062 0.055
-0.182 0.261 -0.042
-0.033 0.145 0.232
0.010 -0.232 -0.404
0.220 -0.288 0.395
0.115 0.047 0.403
-0.298 -0.020 0.205
-0.280 -0.164 -0.127
-0.021 -0.056 -0.334
0.349 0.054 -0.125
-0.059 -0.289 -0.260
-0.161 -0.391 -0.275
0.303 0.108 -0.007
0.274 0.040 0.215
0.144 0.270 -0.069
-0.114 0.140 -0.239
-0.237 -0.156 -0.113
-0.023 -0.383 0.244

* net charge: +1

---

[2]
The following is a DFT calculation (ωB97M-V/def2-TZVPD) of a cluster of 7 separate species, C35H40N6O6S2 in total in a non-equilibrium geometry.

Last column: Löwdin charge in e.
Element x y z (Å)
O -3.400 -1.192 5.040  0.129
C -3.732 -0.147 4.631  -0.755
O -4.921 0.449 4.993  -0.400
S -6.205 -0.608 5.158  0.864
O -3.098 0.601 3.797  0.059
C -1.711 0.262 3.638  -0.136
C -1.409 -0.689 2.484  -0.149
C -2.201 -0.453 1.196  -0.200
C -3.652 -0.965 1.235  -0.206
S -4.812 0.317 0.739  0.565
O -4.498 0.776 -0.561  -0.261
O -4.868 1.368 1.680  -0.253
O -6.230 -0.462 0.681  -0.154
H -6.343 -1.185 3.938  -0.142
H -1.262 -0.157 4.534  0.131
H -1.188 1.191 3.433  0.090
H -1.500 -1.731 2.782  0.119
H -0.368 -0.501 2.231  0.104
H -2.141 0.568 0.834  0.112
H -1.715 -1.054 0.433  0.082
H -3.929 -1.344 2.216  0.095
H -3.783 -1.765 0.514  0.106
H -6.152 -1.160 1.351  0.067
C 3.049 2.885 1.696  -0.073
C 2.868 2.493 3.013  -0.072
C 1.577 2.226 3.447  -0.154
N 0.500 2.332 2.671  0.054
C 0.695 2.714 1.410  -0.157
C 1.940 2.996 0.874  -0.100
H 4.039 3.100 1.315  0.103
H 3.706 2.394 3.688  0.104
H 1.386 1.912 4.467  0.108
H -0.202 2.792 0.803  0.111
H 2.040 3.299 -0.159  0.084
C 4.879 5.973 -3.670  -0.079
C 3.857 6.615 -2.991  -0.070
C 3.370 6.030 -1.832  -0.148
N 3.826 4.882 -1.334  0.054
C 4.807 4.278 -2.004  -0.154
C 5.368 4.778 -3.168  -0.072
H 5.288 6.397 -4.578  0.106
H 3.446 7.548 -3.349  0.103
H 2.572 6.499 -1.266  0.106
H 5.157 3.344 -1.576  0.101
H 6.165 4.245 -3.668  0.102
C 2.917 -0.773 -1.681  -0.078
C 2.146 0.157 -1.004  -0.060
C 0.843 -0.185 -0.680  -0.142
N 0.286 -1.356 -0.982  0.068
C 1.040 -2.239 -1.635  -0.144
C 2.356 -1.998 -2.005  -0.071
H 3.941 -0.547 -1.952  0.103
H 2.543 1.123 -0.732  0.073
H 0.204 0.511 -0.146  0.081
H 0.554 -3.182 -1.867  0.076
H 2.924 -2.752 -2.533  0.098
C -3.301 -6.702 -2.348  -0.081
C -2.747 -6.111 -3.470  -0.070
C -1.857 -5.062 -3.291  -0.150
N -1.507 -4.588 -2.093  0.056
C -2.053 -5.170 -1.026  -0.159
C -2.948 -6.225 -1.096  -0.079
H -3.999 -7.524 -2.447  0.104
H -2.995 -6.452 -4.465  0.087
H -1.399 -4.574 -4.139  0.082
H -1.750 -4.761 -0.067  0.101
H -3.358 -6.660 -0.195  0.099
C 1.144 7.166 6.486  -0.083
C 1.160 6.768 5.161  -0.070
C 1.815 5.591 4.833  -0.148
N 2.438 4.816 5.725  0.059
C 2.411 5.220 6.995  -0.157
C 1.781 6.376 7.427  -0.076
H 0.641 8.078 6.782  0.105
H 0.675 7.357 4.395  0.102
H 1.849 5.240 3.807  0.095
H 2.926 4.574 7.698  0.101
H 1.792 6.650 8.473  0.100
C 0.410 -7.553 -7.858  -0.080
C -0.953 -7.346 -7.988  -0.071
C -1.563 -6.435 -7.141  -0.151
N -0.913 -5.746 -6.203  0.050
C 0.396 -5.960 -6.093  -0.145
C 1.103 -6.845 -6.891  -0.069
H 0.924 -8.255 -8.501  0.106
H -1.532 -7.879 -8.730  0.102
H -2.628 -6.239 -7.209  0.105
H 0.898 -5.387 -5.319  0.105
H 2.168 -6.977 -6.756  0.102

Atomic forces in eV per Å
0.932 -2.629 0.917
-1.544 0.879 0.328
-0.291 -0.010 -1.125
-0.362 -0.100 0.742
0.752 1.107 -0.255
1.073 -0.034 -0.725
-0.522 0.459 -0.137
0.058 -0.620 -0.088
-0.365 0.265 -0.121
0.408 0.604 -0.215
0.036 -0.728 -1.541
-0.435 0.137 1.670
0.880 -0.208 0.213
0.417 0.495 -0.035
-0.445 -0.011 0.372
-0.364 0.222 -0.025
-0.052 -0.117 0.059
0.257 -0.143 0.087
-0.101 0.307 0.205
0.175 0.067 -0.211
-0.111 0.070 0.161
-0.108 -0.122 -0.144
-0.455 0.017 -0.074
0.072 -0.004 0.031
0.016 -0.027 -0.068
-0.131 -0.061 0.089
0.320 0.104 -0.074
-0.198 0.004 -0.019
-0.054 0.084 -0.001
-0.022 0.043 -0.017
-0.044 0.027 0.054
0.098 0.042 0.028
0.032 0.041 -0.041
0.021 0.101 0.033
0.034 0.043 -0.083
0.021 -0.016 0.004
-0.092 -0.023 0.144
0.079 -0.006 -0.131
-0.047 -0.070 0.117
-0.006 0.003 0.005
-0.003 -0.003 0.005
-0.016 0.000 0.022
-0.005 0.043 -0.047
0.051 -0.003 -0.054
-0.004 -0.019 0.018
0.052 -0.038 -0.042
0.031 -0.101 -0.084
-0.125 -0.022 0.043
0.149 0.035 0.014
-0.085 -0.191 -0.035
-0.020 0.121 0.058
-0.007 0.002 0.001
0.003 0.002 0.016
0.057 0.054 -0.002
-0.009 0.017 -0.018
-0.024 -0.020 0.002
-0.062 -0.060 -0.017
-0.031 -0.016 0.060
0.147 0.262 0.161
-0.123 -0.218 -0.003
0.108 0.141 0.065
-0.014 0.003 -0.009
0.002 0.006 0.004
0.051 0.025 -0.023
-0.082 -0.070 -0.092
-0.024 -0.051 0.026
0.016 0.017 0.013
-0.059 0.112 0.028
0.010 -0.017 -0.032
0.137 -0.218 0.015
-0.159 0.229 -0.056
0.112 -0.181 -0.011
0.010 -0.006 0.005
-0.001 -0.007 -0.004
0.000 -0.027 -0.019
-0.038 0.039 -0.017
-0.023 0.041 0.053
0.015 -0.026 0.004
0.052 -0.064 -0.056
0.002 0.003 0.010
-0.080 0.094 0.065
0.086 -0.156 -0.271
-0.035 0.117 0.124
-0.018 -0.003 -0.008
-0.004 0.004 0.004
-0.019 0.015 0.007
-0.001 -0.040 -0.059
0.052 -0.035 -0.012
-0.002 0.017 0.021

* net charge: 0
* energy above the lowest of the compared OMol25 structures with the same formula, charge and spin: 0.00 kcal/mol

---

Number 1: HOMO energy -9.72 eV. Number 2: HOMO energy -9.21 eV.